[1]
Here is 6 unconnected molecules or ions with the total composition C10H18Cl6O16S4 in a non-equilibrium geometry from OMol25. Energies are from the ωB97M-V functional and the def2-TZVPD basis.

```
54
C10H18Cl6O16S4 the ωB97M-V functional and the def2-TZVPD basis
O 2.688 6.319 -4.426
S 2.044 5.364 -3.565
O 2.037 5.541 -2.128
O 0.478 4.981 -4.063
C 0.172 3.670 -4.044
C 1.509 3.033 -4.591
O 2.540 3.872 -3.998
H -0.146 3.231 -3.099
H -0.683 3.557 -4.712
H 1.568 2.990 -5.679
H 1.901 2.087 -4.217
O 2.454 7.159 6.669
S 1.788 6.234 7.625
O 2.010 6.289 9.102
O 0.183 6.331 7.412
C -0.311 5.285 6.644
C 0.519 4.143 7.209
O 1.822 4.704 7.099
H -1.384 5.226 6.827
H -0.210 5.487 5.578
H 0.460 3.260 6.572
H 0.211 3.860 8.215
O 1.628 -6.775 3.111
S 1.291 -6.052 1.880
O -0.028 -5.467 1.780
O 2.534 -4.988 1.386
C 3.477 -5.603 0.556
C 3.052 -7.074 0.367
O 1.672 -7.060 0.679
H 3.236 -5.137 -0.400
H 4.518 -5.414 0.819
H 3.423 -7.748 1.140
H 3.266 -7.528 -0.601
O 1.290 -4.384 -5.260
S 0.336 -3.360 -5.684
O -0.240 -2.518 -4.634
O 0.843 -2.542 -6.995
C 0.640 -3.277 -8.195
C -0.561 -4.237 -7.915
O -0.895 -4.174 -6.510
H 0.405 -2.649 -9.055
H 1.594 -3.770 -8.379
H -0.155 -5.218 -8.162
H -1.382 -3.991 -8.589
Cl -2.923 -0.838 2.971
C -1.757 -0.122 1.923
Cl -0.163 0.097 2.744
Cl -2.296 1.446 1.154
H -1.558 -0.806 1.098
Cl -9.067 0.583 6.300
C -8.467 1.300 4.826
Cl -8.089 3.012 5.068
Cl -9.670 0.979 3.601
H -7.606 0.692 4.546
```

## Properties
**Electronic energy**: -161890.2745 eV
**HOMO-LUMO gap**: 11.15 eV
**Structure (SMILES)**: O=S1(=O)OCCO1.O=S1(=O)OCCO1.O=S1(=O)OCCO1.O=S1(=O)OCCO1.ClC(Cl)Cl.ClC(Cl)Cl
**HOMO level**: -11.1 eV

Atom charges from the Mulliken analysis, given in e for atoms 1 to 5: O -0.50; S 1.09; O -0.50; O -0.35; C -0.20

=====

[2]
Here is a molecular structure, C10H18ClGdIN2O2PS in a non-equilibrium geometry from OMol25. Energies are from the ωB97M-V functional and the def2-TZVPD basis.

```
37
C10H18ClGdIN2O2PS the ωB97M-V functional and the def2-TZVPD basis
C -0.507 -1.788 -1.715
C 0.728 -1.109 -2.241
H -0.565 -2.848 -2.023
H -1.436 -1.207 -1.940
H -0.474 -1.753 -0.623
O 1.918 -1.320 -1.988
I 1.716 2.083 -0.358
Gd -1.249 0.856 1.159
P 0.276 0.335 -3.289
C 1.707 1.232 -3.850
C -0.408 -0.372 -4.760
H -1.875 0.782 -2.176
H -1.325 1.980 -3.362
H -0.619 2.018 -1.764
C -1.006 1.342 -2.540
H -1.400 -0.781 -4.587
H -0.455 0.449 -5.473
H 1.428 1.624 -4.836
H 2.572 0.562 -3.934
H 0.240 -1.149 -5.152
H 1.956 2.067 -3.193
C 1.493 -0.355 0.559
O 2.575 -0.771 0.585
Cl -3.417 0.202 0.108
C -0.688 -1.789 5.171
N -0.327 -0.450 4.642
C 0.002 0.717 5.345
C 0.388 1.652 4.437
N 0.221 1.078 3.160
C -0.147 -0.258 3.336
S -0.450 -1.457 2.150
H -1.601 -2.109 4.652
H 0.091 -2.538 4.937
H -0.844 -1.758 6.253
H -0.027 0.736 6.431
H 0.716 2.680 4.551
H 0.792 1.416 2.325
```

## Properties
**⟨S²⟩**: 16.16
**Electronic energy**: -79304.2313 eV
**Net charge**: +2
**HOMO-LUMO gap (alpha / beta)**: 7.51 / 4.61 eV
**HOMO level (alpha / beta)**: -14.8 / -14.3 eV
**Multiplicity**: 8

Atom charges from the Mulliken analysis, given in e for atoms 1 to 5: C -0.48; C 0.68; H 0.39; H 0.30; H -0.24

=====

[3]
Here is 2 unconnected molecules or ions with the total composition C10H18ClNO7 from OMol25. Energies are from the ωB97M-V functional and the def2-TZVPD basis.

```
37
C10H18ClNO7 the ωB97M-V functional and the def2-TZVPD basis
C -0.204 0.426 5.990
C -1.434 0.099 5.132
C -1.199 0.138 3.631
N -0.992 1.467 3.094
O 0.264 1.999 3.507
C 1.362 1.473 2.940
O 2.434 1.523 3.458
O 1.134 0.996 1.690
C 1.633 -0.307 1.436
C 0.489 -1.159 0.934
O -0.447 -0.757 0.332
Cl 0.671 -2.885 1.289
H -0.093 1.500 6.118
H 0.712 0.017 5.559
H -0.320 -0.037 6.971
H -1.734 -0.928 5.366
H -2.266 0.741 5.422
H -0.394 -0.577 3.393
H -2.096 -0.233 3.127
H -1.039 1.481 2.082
H 2.402 -0.273 0.659
H 2.091 -0.748 2.321
C -0.010 0.536 -7.176
C -1.149 0.563 -6.179
O -1.095 -0.546 -5.267
C -0.185 -0.447 -4.301
O 0.555 0.482 -4.111
O -0.243 -1.556 -3.563
C 0.723 -1.609 -2.513
H 0.009 -0.417 -7.706
H -0.130 1.340 -7.902
H 0.950 0.664 -6.677
H -2.103 0.455 -6.692
H -1.170 1.497 -5.619
H 0.661 -0.722 -1.891
H 1.725 -1.706 -2.930
H 0.487 -2.491 -1.924
```

## Properties
**Electronic energy**: -39005.5458 eV
**HOMO-LUMO gap**: 10.17 eV
**Structure (SMILES)**: CCCNOC(=O)OCC(=O)Cl.CCOC(=O)OC
**HOMO level**: -10.0 eV

Atom charges from the Mulliken analysis, given in e for atoms 1 to 5: C -1.05; C -0.65; C -0.17; N -0.37; O -0.24

=====

[4]
Here is a molecular structure, C10H18F30Li2N5O29S10 in a non-equilibrium geometry from OMol25. Energies are from the ωB97M-V functional and the def2-TZVPD basis.

```
104
C10H18F30Li2N5O29S10 the ωB97M-V functional and the def2-TZVPD basis
Li -0.144 -0.118 -3.021
Li 1.422 -0.351 3.433
C -2.766 1.298 -2.555
F -3.699 2.219 -2.663
F -1.562 1.880 -2.512
F -2.948 0.558 -1.479
S -2.906 0.267 -4.105
O -4.236 -0.265 -4.119
O -2.566 1.175 -5.163
N -1.647 -0.883 -3.933
S -2.329 -2.309 -4.192
O -3.155 -2.822 -3.132
O -2.880 -2.401 -5.522
C -0.773 -3.383 -4.292
F -1.091 -4.504 -4.932
F 0.157 -2.745 -5.005
F -0.318 -3.687 -3.087
C -1.829 6.754 -4.875
F -1.141 5.659 -5.212
F -1.412 7.745 -5.671
F -3.117 6.550 -5.095
S -1.549 7.153 -3.050
O -1.741 8.588 -2.991
O -2.569 6.410 -2.354
N 0.060 6.796 -2.808
S 0.120 6.283 -1.282
O -0.321 7.235 -0.298
O -0.359 4.928 -1.128
C 1.987 6.172 -1.011
F 2.225 5.330 -0.012
F 2.608 5.711 -2.094
F 2.463 7.375 -0.680
C -0.190 -2.077 0.687
F -0.838 -2.556 -0.364
F -0.711 -2.506 1.824
F 1.074 -2.492 0.603
S -0.261 -0.188 0.596
O -0.186 0.129 -0.799
O -1.419 0.185 1.348
N 1.026 0.347 1.571
S 2.108 0.927 0.562
O 2.554 -0.067 -0.372
O 1.805 2.211 -0.023
C 3.538 1.215 1.749
F 3.605 0.181 2.610
F 4.679 1.301 1.091
F 3.384 2.350 2.427
C 6.940 -2.613 1.459
F 6.873 -1.501 2.188
F 7.893 -2.487 0.544
F 7.248 -3.628 2.259
S 5.273 -2.814 0.602
O 4.350 -2.885 1.717
O 5.170 -1.623 -0.196
N 5.361 -4.301 -0.140
S 5.105 -4.031 -1.689
O 3.765 -3.574 -1.985
O 6.153 -3.363 -2.412
C 5.079 -5.812 -2.302
F 4.770 -5.814 -3.594
F 6.248 -6.433 -2.102
F 4.135 -6.508 -1.659
C -3.775 -2.478 3.738
F -3.571 -3.791 3.744
F -2.872 -1.863 4.526
F -3.634 -2.031 2.498
S -5.510 -2.056 4.394
O -5.609 -2.917 5.552
O -5.460 -0.648 4.661
N -6.605 -2.598 3.268
S -7.294 -1.312 2.638
O -8.134 -0.601 3.578
O -6.389 -0.484 1.881
C -8.515 -2.073 1.420
F -7.879 -2.640 0.401
F -9.249 -3.019 2.019
F -9.311 -1.112 0.981
O -4.808 1.801 2.493
H -4.080 1.378 2.030
H -5.300 1.072 2.889
O 0.002 2.822 2.936
H -0.174 1.952 2.539
H 0.109 2.636 3.871
O 0.823 -5.692 -1.469
H 0.589 -6.335 -0.795
H 0.723 -4.835 -1.042
O -0.350 -0.953 4.556
H -0.202 -0.943 5.506
H -1.003 -1.655 4.422
O 5.237 2.924 -2.145
H 4.366 3.012 -1.743
H 5.857 3.029 -1.419
O 2.081 -2.276 3.252
H 1.918 -3.041 3.808
H 2.765 -2.585 2.626
O -1.964 3.849 0.932
H -1.320 4.005 0.221
H -1.562 3.209 1.530
O 2.081 0.915 4.800
H 1.511 1.599 5.164
H 2.842 0.882 5.386
O 5.245 -0.180 -2.564
H 4.482 -0.716 -2.799
H 5.424 -0.438 -1.646
```

## Properties
**Electronic energy**: -267779.1689 eV
**Net charge**: -3
**HOMO-LUMO gap**: 6.76 eV
**HOMO level**: -3.5 eV

Atom charges from the Mulliken analysis, given in e for atoms 1 to 5: Li 0.86; Li 0.91; C 0.55; F -0.20; F -0.19

=====

[5]
Here is 2 unconnected molecules or ions with the total composition C10H18N in a non-equilibrium geometry from OMol25. Energies are from the ωB97M-V functional and the def2-TZVPD basis.

```
29
C10H18N the ωB97M-V functional and the def2-TZVPD basis
C -2.645 2.515 0.027
C -2.527 1.232 0.153
C -2.534 -1.195 0.851
C -2.288 0.052 0.529
C 1.693 2.019 0.394
C -0.786 -0.706 -2.038
C 1.516 -2.143 1.136
C 0.874 0.799 0.918
C -0.299 0.246 -1.045
C 1.207 -1.468 -0.200
N 0.545 -0.176 -0.181
H -3.413 2.669 -0.755
H -1.885 -1.610 1.631
H -3.300 -1.843 0.421
H 2.240 2.289 1.420
H 2.370 1.563 -0.338
H 1.198 2.938 0.023
H -1.538 -1.428 -1.669
H -1.482 -0.097 -2.592
H 0.036 -1.158 -2.668
H 0.566 -2.515 1.595
H 2.101 -3.140 0.864
H 2.073 -1.582 1.957
H -0.073 0.798 1.496
H 1.597 0.277 1.533
H -1.884 3.190 0.299
H -0.393 1.294 -1.162
H 0.706 -2.129 -0.945
H 2.224 -1.280 -0.768
```

## Properties
**Electronic energy**: -12140.4203 eV
**Net charge**: +1
**HOMO-LUMO gap**: 8.39 eV
**HOMO level**: -12.8 eV

Atom charges from the Mulliken analysis, given in e for atoms 1 to 5: C -0.97; C 0.83; C -0.93; C -0.03; C -1.05

=====

[6]
Here is a gas-phase ion, C10H18N (charge +1) in a non-equilibrium geometry from OMol25. Energies are from the ωB97M-V functional and the def2-TZVPD basis.

```
29
C10H18N the ωB97M-V functional and the def2-TZVPD basis
C -2.713 -0.511 1.267
C -2.416 -0.071 0.025
C -3.567 0.416 -0.766
C -1.031 -0.009 -0.562
C -0.333 1.350 -0.124
C 1.040 1.463 -0.798
C 1.892 0.385 -0.231
N 3.291 0.623 -0.119
C 1.323 -0.708 0.254
C 2.101 -1.826 0.827
C -0.118 -1.083 -0.083
H -1.925 -0.905 1.922
H -3.727 -0.468 1.511
H -4.306 0.703 -0.088
H -3.876 -0.478 -1.345
H -3.215 1.255 -1.361
H -0.979 -0.174 -1.647
H -0.307 1.343 0.973
H -0.800 2.400 -0.345
H 1.057 1.368 -1.902
H 1.441 2.464 -0.704
H 3.800 1.298 0.650
H 3.541 1.059 -0.995
H 3.715 -0.294 0.109
H 3.030 -2.076 0.332
H 1.393 -2.645 0.879
H 2.227 -1.441 1.935
H -0.102 -1.989 -0.636
H -0.437 -1.450 1.022
```

## Properties
**Electronic energy**: -12142.9539 eV
**Net charge**: +1
**HOMO-LUMO gap**: 8.20 eV
**Structure (SMILES)**: C=C(C)[C@H]1CCC([NH3+])=C(C)C1
**HOMO level**: -11.9 eV

Atom charges from the Mulliken analysis, given in e for atoms 1 to 5: C -1.39; C 0.54; C -1.37; C 0.34; C -0.81